Molecular formula: C48H90F18O24
Method: DFT, wB97M-V/def2-TZVPD

CARTESIAN COORDINATES (ANGSTROEM)
C: -2.33 -30.19 -10.63
C: -2.06 -29.10 -11.59
O: -0.86 -28.51 -11.24
C: -0.65 -27.22 -11.42
O: -1.53 -26.42 -11.64
C: 0.82 -26.71 -10.95
F: 1.52 -27.74 -10.44
F: 1.47 -26.13 -12.01
F: 0.71 -25.74 -10.10
H: -1.43 -30.76 -10.40
H: -3.17 -30.86 -10.82
H: -2.63 -29.85 -9.63
H: -2.95 -28.47 -11.57
H: -2.10 -29.51 -12.60
C: 6.84 -12.55 -2.23
C: 7.96 -12.16 -1.26
O: 9.18 -12.90 -1.60
C: 10.35 -12.65 -0.95
O: 10.44 -11.87 0.01
C: 11.50 -13.60 -1.30
F: 11.81 -14.39 -0.26
F: 11.08 -14.39 -2.26
F: 12.64 -12.96 -1.68
H: 7.15 -12.79 -3.25
H: 6.07 -11.79 -2.34
H: 6.27 -13.43 -1.92
H: 7.73 -12.37 -0.22
H: 8.03 -11.08 -1.28
C: 2.20 -34.19 -6.93
C: 2.47 -35.12 -8.15
O: 2.33 -36.50 -7.67
C: 2.54 -37.63 -8.45
O: 2.96 -37.60 -9.59
C: 2.37 -38.98 -7.65
F: 3.62 -39.50 -7.50
F: 1.74 -38.71 -6.54
F: 1.68 -39.92 -8.35
H: 1.16 -34.20 -6.60
H: 2.50 -33.16 -7.14
H: 2.80 -34.36 -6.04
H: 3.45 -34.96 -8.59
H: 1.77 -35.00 -8.98
C: 12.47 -22.32 -8.09
C: 12.35 -21.97 -9.59
O: 12.04 -20.65 -9.91
C: 10.97 -20.29 -10.74
O: 10.33 -21.15 -11.39
C: 10.64 -18.85 -10.95
F: 11.15 -18.19 -9.87
F: 11.30 -18.34 -11.98
F: 9.31 -18.59 -11.10
H: 11.64 -21.99 -7.47
H: 13.39 -21.95 -7.63
H: 12.66 -23.38 -7.95
H: 11.54 -22.58 -10.00
H: 13.29 -22.28 -10.05
C: -1.50 -28.11 1.10
C: -2.73 -27.90 0.19
O: -3.95 -28.55 0.44
C: -4.26 -29.85 -0.04
O: -3.45 -30.51 -0.69
C: -5.71 -30.26 0.03
F: -6.25 -30.07 -1.20
F: -5.73 -31.57 0.26
F: -6.43 -29.56 0.93
H: -0.60 -27.56 0.86
H: -1.13 -29.12 0.92
H: -1.73 -28.00 2.16
H: -2.41 -27.97 -0.85
H: -3.01 -26.85 0.23
C: 9.07 -26.40 2.06
C: 9.88 -26.93 3.34
O: 9.04 -27.08 4.43
C: 9.42 -27.79 5.54
O: 10.45 -28.47 5.73
C: 8.32 -27.56 6.66
F: 8.25 -26.28 6.99
F: 7.21 -27.99 6.19
F: 8.59 -28.28 7.77
H: 8.37 -27.18 1.76
H: 9.82 -26.31 1.28
H: 8.71 -25.42 2.37
H: 10.77 -26.36 3.59
H: 10.36 -27.91 3.27
C: 3.39 -33.11 1.50
O: 3.29 -33.89 2.62
C: 4.22 -33.74 3.63
C: 3.76 -34.31 5.02
O: 2.52 -33.75 5.51
C: 2.52 -32.41 5.75
H: 2.63 -33.31 0.75
H: 4.40 -33.29 1.13
H: 3.30 -32.04 1.68
H: 4.36 -32.66 3.74
H: 5.20 -34.20 3.53
H: 4.49 -34.14 5.81
H: 3.62 -35.38 4.85
H: 2.80 -32.30 6.79
H: 1.44 -32.23 5.69
H: 2.87 -31.65 5.06
C: 16.44 -10.52 -5.92
O: 15.37 -10.21 -5.06
C: 14.19 -9.73 -5.68
C: 13.39 -10.71 -6.62
O: 12.09 -10.32 -6.91
C: 11.25 -11.30 -7.61
H: 16.87 -9.63 -6.39
H: 16.19 -11.40 -6.51
H: 17.26 -10.85 -5.28
H: 14.47 -8.83 -6.22
H: 13.51 -9.29 -4.94
H: 13.41 -11.70 -6.17
H: 13.92 -10.80 -7.57
H: 10.25 -10.89 -7.69
H: 11.12 -12.14 -6.92
H: 11.60 -11.72 -8.55
C: 8.91 -18.53 0.94
O: 9.11 -19.46 2.04
C: 10.39 -19.36 2.65
C: 11.42 -20.24 1.84
O: 11.68 -19.80 0.47
C: 12.70 -20.59 -0.07
H: 8.20 -17.74 1.20
H: 8.56 -19.13 0.10
H: 9.84 -18.09 0.58
H: 10.27 -19.71 3.67
H: 10.73 -18.32 2.72
H: 11.00 -21.22 1.66
H: 12.33 -20.48 2.39
H: 12.82 -20.32 -1.12
H: 12.36 -21.63 -0.09
H: 13.62 -20.51 0.52
C: -8.26 -29.10 -6.92
O: -7.51 -27.88 -7.24
C: -6.62 -27.41 -6.21
C: -5.76 -26.30 -6.82
O: -4.71 -26.03 -5.82
C: -3.59 -25.37 -6.32
H: -7.66 -29.96 -6.63
H: -8.88 -29.44 -7.74
H: -8.99 -28.80 -6.16
H: -6.05 -28.27 -5.87
H: -7.16 -27.13 -5.31
H: -6.38 -25.42 -7.01
H: -5.40 -26.62 -7.80
H: -3.14 -26.04 -7.05
H: -2.86 -25.19 -5.53
H: -4.01 -24.48 -6.79
C: 0.08 -17.11 -2.72
O: -0.42 -16.63 -4.04
C: -0.05 -17.41 -5.19
C: -0.96 -16.97 -6.39
O: -0.63 -15.65 -6.86
C: -1.60 -15.13 -7.78
H: 1.16 -17.25 -2.73
H: -0.39 -17.99 -2.30
H: -0.11 -16.35 -1.96
H: -0.32 -18.42 -4.88
H: 1.03 -17.44 -5.32
H: -1.99 -17.18 -6.08
H: -0.95 -17.66 -7.24
H: -1.52 -15.51 -8.80
H: -1.24 -14.10 -7.80
H: -2.65 -15.23 -7.51
C: 7.51 -20.13 -5.17
O: 6.27 -20.79 -5.29
C: 6.35 -22.19 -5.10
C: 5.30 -22.60 -4.02
O: 5.52 -23.91 -3.55
C: 4.87 -24.88 -4.33
H: 8.34 -20.64 -5.65
H: 7.89 -20.13 -4.15
H: 7.46 -19.09 -5.49
H: 7.27 -22.39 -4.56
H: 6.26 -22.86 -5.95
H: 4.33 -22.38 -4.47
H: 5.45 -21.85 -3.24
H: 5.15 -24.88 -5.38
H: 3.80 -24.71 -4.18
H: 5.17 -25.84 -3.91

Output
Energy relative to the best compared isomer or geometry (same formula, charge and spin): 608.7 kJ/mol
E_LUMO: 0.169 eV
Molar mass: 1393.19 g/mol
Calculated total energy: -149276.6335 eV
E_HOMO: -9.640 eV
SMILES string: CCOC(=O)C(F)(F)F.CCOC(=O)C(F)(F)F.CCOC(=O)C(F)(F)F.CCOC(=O)C(F)(F)F.CCOC(=O)C(F)(F)F.CCOC(=O)C(F)(F)F.COCCOC.COCCOC.COCCOC.COCCOC.COCCOC.COCCOC
Frontier orbital gap: 9.81 eV

Mulliken population analysis, charges in e, atoms 1 to 6:
1 C -1.2403
2 C -0.1429
3 O -0.2397
4 C 0.4425
5 O -0.5292
6 C 0.8136